12
Properties=species:S:1:pos:R:3:mulliken_charge:R:1 method="wB97M-V/def2-TZVPD" e_homo_ev=-8.456 orbital_gap_ha=0.3351 largest_force_ev_per_a=4.76 e_lumo_ev=0.663
C 0.51884 -0.39628 1.72718 -0.587
C 0.07624 1.77979 0.77432 -0.350
C 0.45945 0.59167 0.00174 0.273
C -0.13263 -0.03774 -1.12132 -1.002
S -0.11211 1.14760 2.46542 -0.162
S 1.72262 1.77270 0.02141 -0.173
H -0.11196 -1.24875 2.02866 0.354
H 1.58290 -0.66510 1.89309 0.301
H -0.70164 2.57975 0.66720 0.366
H 0.27717 0.13746 -2.10990 0.345
H -1.25913 -0.07315 -1.02288 0.283
H -0.19220 -1.10355 -1.02612 0.352

33
Properties=species:S:1:pos:R:3:mulliken_charge:R:1 method="wB97M-V/def2-TZVPD" e_homo_ev=-5.444 orbital_gap_ha=0.3275 largest_force_ev_per_a=2.41 e_lumo_ev=3.467 charge=-1
C -1.01655 -1.80257 1.60819 -0.577
N 0.43491 -2.03466 1.84020 -0.462
C 1.34916 -1.19311 1.00882 -0.632
O 0.76779 0.07714 0.78532 -0.469
C -1.36800 -1.95613 0.11982 -0.311
C -2.59863 -1.11761 -0.25637 -1.195
C -2.44148 0.40384 -0.03572 -0.132
N -2.16248 1.04616 -1.34470 -0.843
H -1.39228 -2.66197 2.16888 0.300
H -1.29449 -0.82983 2.00778 0.361
H 0.71949 -1.80650 2.77442 0.296
H 1.60760 -1.71356 0.09150 0.358
H 2.14254 -0.89207 1.68425 0.277
H -0.50135 -1.67398 -0.46776 0.204
H -1.76132 -2.96967 -0.02783 0.297
H -2.91199 -1.07263 -1.31835 0.535
H -3.59123 -1.49076 0.02941 0.436
H -3.39515 0.77167 0.35459 0.351
H -1.64253 0.59175 0.68113 0.220
H -1.29953 0.58791 -1.61077 0.267
H -1.96244 2.02600 -1.19304 0.302
H 0.76942 0.33755 -0.18672 0.468
H 1.52514 0.27376 -2.45981 0.060
O 1.24804 0.70880 -1.65017 -0.910
H 2.85199 0.01488 -0.66532 0.395
H 3.30110 0.79795 0.53605 0.299
O 3.48306 -0.03208 0.09062 -0.689
H 1.99812 2.16170 -1.66810 0.272
H 3.09583 3.19774 -1.30725 0.273
O 2.66994 2.81039 -2.07541 -0.712
H 0.66473 1.98188 -0.41300 0.258
H 0.45739 2.67592 0.91135 0.359
O 0.25322 2.78207 -0.01198 -0.655

63
Properties=species:S:1:pos:R:3:mulliken_charge:R:1 method="wB97M-V/def2-TZVPD" e_homo_ev="-1.762 / -4.319" orbital_gap_ha="0.1586 / 0.2530" largest_force_ev_per_a=1.85 e_lumo_ev="2.554 / 2.564" charge=-1 spin_multiplicity=5
Mn -1.02413 0.35326 0.47813 0.578
C -2.71943 -1.87374 -1.28757 -0.905
C -2.82113 -2.19544 0.16723 0.665
C -3.59553 -3.25334 0.58453 -0.705
C -3.75143 -3.52624 1.94243 -1.180
C -3.10313 -2.69934 2.87033 1.041
C -3.22263 -2.88734 4.25893 -0.837
C -2.53933 -2.07424 5.14873 -0.475
C -1.75843 -1.03774 4.68293 -0.793
C -1.65873 -0.80504 3.30503 1.363
S -0.70183 0.55636 2.73113 -0.502
C -2.29733 -1.63184 2.37113 -0.929
N -2.14673 -1.38174 1.03133 -0.032
H -3.29633 -2.58734 -1.87337 0.324
H -1.67953 -1.88404 -1.61327 0.011
H -3.10253 -0.86944 -1.47037 0.056
H -4.10733 -3.86194 -0.15297 0.365
H -4.35883 -4.35144 2.28643 0.352
H -3.85453 -3.68504 4.62973 0.319
H -2.61833 -2.25484 6.21373 0.346
H -1.22013 -0.38434 5.35293 0.396
C 0.00617 3.73266 1.25283 -0.455
O -1.26843 3.45126 0.69443 -0.384
C -1.58063 2.16756 0.48133 0.389
O -2.71423 1.86796 0.14073 -0.497
H 0.08307 4.81876 1.26783 0.322
H 0.80067 3.28486 0.65413 0.055
H 0.05847 3.32606 2.26683 0.275
C 3.90887 -1.50664 -0.42017 -1.870
C 3.19577 -0.43674 0.40963 1.764
C 3.79357 -0.44554 1.82313 -2.059
O 1.80967 -0.76344 0.52613 -0.184
B 1.03307 0.36496 0.38293 0.204
O 1.82957 1.43546 0.02093 0.115
C 3.16617 0.99346 -0.23437 1.632
C 4.13387 2.01036 0.37403 -2.163
C 3.36507 0.95076 -1.75517 -1.957
H 3.95787 -2.42714 0.15853 0.460
H 4.92517 -1.19054 -0.64537 0.359
H 3.37307 -1.71084 -1.34167 0.314
H 3.64567 -1.43594 2.24913 0.547
H 3.27967 0.27546 2.45323 0.304
H 4.86047 -0.22994 1.78703 0.380
H 3.90877 2.17316 1.42443 0.350
H 4.02287 2.95876 -0.14857 0.474
H 5.16327 1.67676 0.26523 0.366
H 2.62417 0.29346 -2.19947 0.196
H 4.36577 0.61296 -2.01397 0.384
H 3.21677 1.94846 -2.16367 0.601
C 0.45767 2.02016 -3.56817 -1.288
Si -0.91063 0.81426 -2.95787 0.657
C -0.83093 -0.70184 -4.14927 -1.358
C -2.52963 1.81266 -3.21567 -1.274
O -0.77513 0.32816 -1.46277 -0.306
H 0.14157 2.53646 -4.47337 0.503
H 1.38467 1.50266 -3.79537 0.309
H 0.67417 2.77156 -2.81547 0.268
H -0.51753 -0.40904 -5.14807 0.437
H -1.79083 -1.20114 -4.24087 0.308
H -0.11593 -1.43224 -3.78007 0.307
H -2.79323 1.92816 -4.26287 0.429
H -2.40463 2.80606 -2.79247 0.280
H -3.37623 1.36286 -2.70517 0.344

87
Properties=species:S:1:pos:R:3:mulliken_charge:R:1 method="wB97M-V/def2-TZVPD" e_homo_ev="-16.290 / -16.289" orbital_gap_ha="0.2848 / 0.1654" largest_force_ev_per_a=1.05 e_lumo_ev="-8.540 / -11.788" charge=+3 spin_multiplicity=2
Ir 0.88935 1.50971 0.47417 1.323
C -0.67261 4.76064 2.71730 -1.419
C -0.80826 3.50350 2.15178 -0.875
N 0.35337 3.14051 1.57706 0.204
N 1.22635 4.14271 1.76765 -0.061
C 0.64090 5.12816 2.45109 -0.101
B 2.69884 3.92737 1.39269 0.093
N 2.81655 3.64036 -0.10003 0.046
C 3.61167 4.19793 -1.01061 -0.116
C 3.57795 3.42352 -2.16153 -1.268
C 2.72008 2.38170 -1.87076 -0.025
N 2.24702 2.52223 -0.61316 -0.037
N 3.11204 2.62505 2.09397 0.218
C 4.11002 2.38519 2.94983 -0.155
C 4.12094 1.03870 3.25778 -1.236
C 3.07373 0.49841 2.52891 -0.522
N 2.46126 1.46409 1.82446 0.008
H -1.41280 5.31633 3.26610 0.545
H -1.66086 2.84006 2.15304 0.954
H 1.18649 6.01943 2.71425 0.523
H 3.37555 4.85207 1.71190 -0.006
H 4.15561 5.10150 -0.78881 0.510
H 4.11118 3.59015 -3.08078 0.498
H 2.43626 1.55541 -2.49230 0.487
H 4.74391 3.18491 3.29598 0.503
H 4.79449 0.51781 3.91481 0.489
H 2.76934 -0.52724 2.45706 0.892
C -2.93795 0.48707 3.01702 -0.637
C -2.26764 -0.24659 4.17244 -0.704
C -0.74314 -0.17097 4.19809 -0.998
S 0.20314 -0.83331 2.81502 0.226
O -0.07435 0.08602 1.57178 -0.408
C -0.64444 -2.35574 2.40288 -0.559
C -0.08993 -3.51026 3.24301 -0.619
C 1.36286 -3.85798 2.92702 -1.107
H -4.01936 0.38662 3.08812 0.460
H -2.64291 0.08150 2.04987 0.037
H -2.69116 1.55040 3.04083 0.155
H -2.60129 -1.28353 4.21819 0.286
H -2.58790 0.20909 5.11193 0.526
H -0.33084 -0.71862 5.05073 0.641
H -0.39114 0.86325 4.25287 0.441
H -0.43674 -2.49627 1.34049 0.098
H -1.71338 -2.21039 2.53902 0.676
H -0.71801 -4.37651 3.03221 0.442
H -0.21112 -3.29623 4.30792 0.349
H 1.45496 -4.26625 1.91924 0.305
H 1.73307 -4.61104 3.61954 0.426
H 2.02228 -2.99129 3.00410 0.238
N -1.32988 3.25037 -0.76593 0.028
C -1.70911 3.76797 -1.93457 -0.056
C -1.10927 3.02487 -2.93448 -1.427
C -0.37247 2.06249 -2.26607 -0.080
N -0.50704 2.18937 -0.93084 0.257
H -1.59891 3.56295 0.15284 0.088
H -2.37514 4.61435 -1.98484 0.532
H -1.19163 3.16997 -3.99720 0.512
H 0.24255 1.28475 -2.67759 0.587
C 1.16125 -4.70350 -3.31630 -1.091
C 1.27096 -3.44772 -4.17780 -0.792
C 1.42006 -2.17307 -3.36248 -0.760
N 0.19687 -1.95331 -2.56263 0.481
C 0.07514 -1.14955 -1.53912 0.593
S 1.49150 -0.32912 -0.96505 -0.582
N -1.11112 -0.99974 -0.90085 1.347
C -2.30698 -1.77533 -0.96223 0.529
O -2.86790 -2.00022 0.07874 -0.512
C -2.84533 -2.20610 -2.27410 -0.217
C -2.73056 -1.42398 -3.41455 0.435
C -3.39877 -1.80414 -4.58374 -0.852
C -4.17466 -2.96256 -4.61038 -0.490
C -4.28316 -3.74888 -3.47491 -0.743
C -3.63448 -3.36563 -2.30202 -0.561
H 0.97397 -5.57699 -3.93735 0.371
H 0.35060 -4.63990 -2.58513 0.256
H 2.08927 -4.88287 -2.77184 0.317
H 0.39512 -3.35680 -4.82874 0.397
H 2.14010 -3.52693 -4.83012 0.407
H 1.56935 -1.31097 -4.01577 0.311
H 2.27582 -2.24220 -2.69030 0.569
H -0.61473 -2.48858 -2.85233 0.196
H -1.04571 -0.50777 -0.01771 -1.121
H -2.15998 -0.50165 -3.39632 0.458
H -3.31490 -1.19211 -5.47181 0.463
H -4.69407 -3.24036 -5.51740 0.444
H -4.88606 -4.64646 -3.48559 0.452
H -3.74406 -3.94982 -1.39766 0.506

9
Properties=species:S:1:pos:R:3:mulliken_charge:R:1 method="wB97M-V/def2-TZVPD" e_homo_ev=-9.693 orbital_gap_ha=0.3406 largest_force_ev_per_a=2.91 e_lumo_ev=-0.425
B 0.58971 0.71487 0.23476 -0.059
C -1.13504 -0.07233 -0.36201 0.115
C 0.79649 -0.77653 0.24945 -0.462
O -2.02500 0.37301 0.27046 -0.320
H 1.23684 1.44568 -0.55576 -0.077
H 0.03658 1.21635 1.18766 -0.084
H -1.13239 -0.24800 -1.41322 0.315
H 1.15712 -1.12616 -0.73080 0.300
H 0.47570 -1.52690 1.11946 0.273

6
Properties=species:S:1:pos:R:3:mulliken_charge:R:1 method="wB97M-V/def2-TZVPD" e_homo_ev=-9.678 orbital_gap_ha=0.3673 largest_force_ev_per_a=2.41 e_lumo_ev=0.316 smiles="O=C(Cl)SS"
C -0.76796 -0.18623 -0.56815 0.532
O -0.63115 -1.34668 -0.41050 -0.361
S 1.94827 0.22108 0.58574 -0.174
S 0.42163 1.20766 -0.17360 -0.024
Cl -2.28344 0.46026 -1.16427 -0.161
H 1.31264 -0.35608 1.73079 0.188

Please write out number 3 again, unchanged.
63
Properties=species:S:1:pos:R:3:mulliken_charge:R:1 method="wB97M-V/def2-TZVPD" e_homo_ev="-1.762 / -4.319" orbital_gap_ha="0.1586 / 0.2530" largest_force_ev_per_a=1.85 e_lumo_ev="2.554 / 2.564" charge=-1 spin_multiplicity=5
Mn -1.02413 0.35326 0.47813 0.578
C -2.71943 -1.87374 -1.28757 -0.905
C -2.82113 -2.19544 0.16723 0.665
C -3.59553 -3.25334 0.58453 -0.705
C -3.75143 -3.52624 1.94243 -1.180
C -3.10313 -2.69934 2.87033 1.041
C -3.22263 -2.88734 4.25893 -0.837
C -2.53933 -2.07424 5.14873 -0.475
C -1.75843 -1.03774 4.68293 -0.793
C -1.65873 -0.80504 3.30503 1.363
S -0.70183 0.55636 2.73113 -0.502
C -2.29733 -1.63184 2.37113 -0.929
N -2.14673 -1.38174 1.03133 -0.032
H -3.29633 -2.58734 -1.87337 0.324
H -1.67953 -1.88404 -1.61327 0.011
H -3.10253 -0.86944 -1.47037 0.056
H -4.10733 -3.86194 -0.15297 0.365
H -4.35883 -4.35144 2.28643 0.352
H -3.85453 -3.68504 4.62973 0.319
H -2.61833 -2.25484 6.21373 0.346
H -1.22013 -0.38434 5.35293 0.396
C 0.00617 3.73266 1.25283 -0.455
O -1.26843 3.45126 0.69443 -0.384
C -1.58063 2.16756 0.48133 0.389
O -2.71423 1.86796 0.14073 -0.497
H 0.08307 4.81876 1.26783 0.322
H 0.80067 3.28486 0.65413 0.055
H 0.05847 3.32606 2.26683 0.275
C 3.90887 -1.50664 -0.42017 -1.870
C 3.19577 -0.43674 0.40963 1.764
C 3.79357 -0.44554 1.82313 -2.059
O 1.80967 -0.76344 0.52613 -0.184
B 1.03307 0.36496 0.38293 0.204
O 1.82957 1.43546 0.02093 0.115
C 3.16617 0.99346 -0.23437 1.632
C 4.13387 2.01036 0.37403 -2.163
C 3.36507 0.95076 -1.75517 -1.957
H 3.95787 -2.42714 0.15853 0.460
H 4.92517 -1.19054 -0.64537 0.359
H 3.37307 -1.71084 -1.34167 0.314
H 3.64567 -1.43594 2.24913 0.547
H 3.27967 0.27546 2.45323 0.304
H 4.86047 -0.22994 1.78703 0.380
H 3.90877 2.17316 1.42443 0.350
H 4.02287 2.95876 -0.14857 0.474
H 5.16327 1.67676 0.26523 0.366
H 2.62417 0.29346 -2.19947 0.196
H 4.36577 0.61296 -2.01397 0.384
H 3.21677 1.94846 -2.16367 0.601
C 0.45767 2.02016 -3.56817 -1.288
Si -0.91063 0.81426 -2.95787 0.657
C -0.83093 -0.70184 -4.14927 -1.358
C -2.52963 1.81266 -3.21567 -1.274
O -0.77513 0.32816 -1.46277 -0.306
H 0.14157 2.53646 -4.47337 0.503
H 1.38467 1.50266 -3.79537 0.309
H 0.67417 2.77156 -2.81547 0.268
H -0.51753 -0.40904 -5.14807 0.437
H -1.79083 -1.20114 -4.24087 0.308
H -0.11593 -1.43224 -3.78007 0.307
H -2.79323 1.92816 -4.26287 0.429
H -2.40463 2.80606 -2.79247 0.280
H -3.37623 1.36286 -2.70517 0.344